28
Properties=species:S:1:pos:R:3:forces:R:3:nbo_charge:R:1 method="wB97M-V/def2-TZVPD" homo_lumo_gap_ev="9.084 / 4.922" lumo_energy_ev="-3.916 / -4.039" homo_ev="-13.0 / -9.0" e_above_lowest_kcal_mol=101.8 total_charge=+1 total_energy_ev=-17762.7445
C -1.5171 -1.3764 -1.6060 0.6 -1.1 1.4 -0.180
H 2.4162 1.7335 5.2486 1.5 2.0 -1.1 0.416
C -0.7147 -1.6697 -0.2564 -1.3 0.8 0.7 -0.429
C -2.1566 -2.6110 -2.1363 -0.2 -1.9 -0.6 0.441
H -0.9230 -1.7320 -3.4693 0.5 1.3 0.9 0.472
H -1.4708 -1.8913 0.5299 0.2 -0.7 -0.8 0.252
C -0.4379 1.9369 1.1451 0.2 0.3 0.4 -0.286
H 2.7108 3.3909 4.7158 0.4 -0.7 0.0 0.422
H -2.9097 -3.0710 -1.4256 0.6 0.0 -1.1 0.190
N 2.9809 2.4064 4.5950 -3.2 -0.6 3.3 -1.058
H -1.0899 2.6506 1.5858 -0.4 0.5 0.5 0.234
N 4.7870 0.6814 1.5824 -1.0 0.5 0.6 -0.288
C 4.0799 1.1955 2.3750 0.7 -0.3 -0.2 -0.182
H 0.2867 -1.0190 -2.4427 0.7 0.4 -0.1 0.446
H 1.8409 -0.5123 -0.6483 1.1 -2.2 -1.1 0.230
C 1.5295 1.2681 0.1269 4.0 2.8 0.3 -0.299
H -0.9171 0.0849 -3.0533 0.9 -2.5 0.8 0.469
H -0.0089 -2.5445 -0.3991 -0.5 1.3 0.3 0.251
B 3.4033 1.8171 3.5027 1.6 -1.0 -2.6 0.700
O -1.8072 -3.0663 -3.2296 -1.0 0.7 1.9 -0.496
H 2.5796 1.4904 -0.0773 -0.1 -0.1 -0.4 0.249
C 1.1126 0.0208 -0.1631 -2.6 1.2 1.4 -0.268
N -0.6809 -0.9303 -2.7067 -0.9 1.6 -2.2 -0.726
C -0.1681 -0.3131 0.2788 0.7 -1.5 -1.7 -0.024
C -0.9377 0.6353 0.9581 -0.9 -1.0 0.6 -0.242
C 0.8730 2.2561 0.7915 -2.7 -1.9 -0.2 0.216
H -1.9289 0.2832 1.4536 1.6 1.0 -1.2 0.236
H -2.3182 -0.7204 -1.3790 -0.5 1.1 0.2 0.254